DFT (ωB97M-V/def2-TZVPD) results for C33H38N6O2PdSSi as an isolated structure.

Last column: Löwdin spin population.
CARTESIAN COORDINATES (ANGSTROEM)
Pd 1.384 0.933 -0.674  1.33
C -0.711 1.389 -0.399  0.37
Si -1.875 -0.053 -0.084  0.13
C -1.505 -1.315 1.461  0.13
N -0.255 -1.936 1.457  0.51
C 0.760 -1.646 2.438  0.05
C 0.787 -2.797 3.478  0.04
C 0.564 -4.165 2.806  0.00
C 0.894 -4.104 1.315  0.01
C -0.024 -3.093 0.616  0.05
C -2.095 -1.233 -1.520  0.01
C -1.506 -0.978 -2.761  0.01
C -1.796 -1.770 -3.863  0.00
C -2.669 -2.841 -3.736  0.00
C -3.253 -3.117 -2.506  0.00
C -2.972 -2.317 -1.412  0.00
C -3.536 0.662 0.432  0.04
C -3.734 1.293 1.661  0.01
C -4.972 1.817 1.997  0.00
C -6.026 1.729 1.098  0.01
C -5.841 1.114 -0.131  0.00
C -4.603 0.589 -0.468  0.01
H -0.790 2.147 0.378  0.02
H -0.988 1.841 -1.355  0.02
H -2.295 -2.057 1.340  0.02
H -1.673 -0.757 2.382  0.01
H 0.552 -0.697 2.923  0.00
H 1.729 -1.595 1.942  0.01
H 0.019 -2.618 4.230  0.00
H 1.755 -2.760 3.975  0.00
H -0.472 -4.485 2.936  0.00
H 1.191 -4.917 3.281  0.00
H 0.747 -5.077 0.847  0.00
H 1.936 -3.827 1.180  0.00
H -0.986 -3.539 0.363  0.01
H 0.426 -2.770 -0.334  0.03
H -0.827 -0.138 -2.867  0.00
H -1.357 -1.542 -4.826  0.00
H -2.898 -3.458 -4.594  0.00
H -3.938 -3.949 -2.406  0.00
H -3.466 -2.528 -0.468  0.00
H -2.922 1.382 2.375  0.00
H -5.110 2.299 2.956  0.00
H -6.989 2.151 1.353  0.00
H -6.659 1.045 -0.836  0.00
H -4.468 0.115 -1.433  0.00
C 1.774 0.195 -5.348  0.00
C 1.803 0.281 -3.858  0.01
N 1.194 1.175 -3.176  0.06
O 0.506 2.077 -3.932  0.00
C 2.546 -0.719 -3.067  0.01
C 3.209 -1.915 -3.678  0.01
N 2.577 -0.489 -1.807  0.32
O 3.110 -1.107 -0.862  0.52
H 1.551 1.165 -5.784  0.00
H 0.986 -0.497 -5.656  0.00
H 2.717 -0.178 -5.740  0.00
H 0.229 2.768 -3.320  0.00
H 2.562 -2.372 -4.424  0.00
H 3.433 -2.638 -2.896  0.00
H 4.147 -1.638 -4.162  0.00
N 3.050 3.567 2.458  0.00
C 1.971 3.330 3.284  0.00
C 1.597 3.864 4.511  0.00
C 0.407 3.418 5.047  0.00
C -0.382 2.466 4.386  0.00
C -0.008 1.944 3.166  0.00
C 1.187 2.386 2.601  0.00
N 1.801 2.070 1.400  0.08
C 2.892 2.804 1.351  0.00
C 3.767 2.816 0.197  0.00
C 4.982 3.418 0.058  0.00
S 5.593 3.157 -1.512  0.01
C 4.194 2.259 -1.898  0.01
N 3.334 2.162 -0.929  0.08
H 3.803 4.209 2.637  0.00
H 2.206 4.601 5.018  0.00
H 0.067 3.817 5.993  0.00
H -1.307 2.144 4.847  0.00
H -0.625 1.228 2.641  0.00
H 5.542 3.984 0.785  0.00
H 4.052 1.822 -2.874  0.00

Output
Multiplicity   5
LUMO (spin up / spin down)   -0.1861 / -0.2727 hartree
Frontier orbital gap (spin up / spin down)   0.3033 / 0.2249 Eh
HOMO level (spin up / spin down)   -13.315 / -13.539 eV
Charge   +2

***

DFT (ωB97M-V/def2-TZVPD) results for C27H41BrN3O2PdSi4Te as an isolated structure.

Last column: Löwdin spin population.
CARTESIAN COORDINATES (ANGSTROEM)
Pd 2.893 0.574 0.974  1.29
C -0.460 0.073 2.466  0.04
N -0.412 -0.236 0.996  0.20
C 0.665 -0.958 0.445  0.45
C 1.509 -0.325 -0.506  0.08
C 2.692 -0.757 -1.157  0.17
C 3.222 0.391 -1.784  0.14
C 2.353 1.446 -1.526  0.22
N 1.311 1.029 -0.741  0.28
C 0.580 -0.744 3.173  0.02
C 0.420 -2.095 3.428  0.00
C 1.486 -2.838 3.924  0.02
C 2.717 -2.240 4.171  0.00
C 2.879 -0.882 3.955  0.02
C 1.806 -0.129 3.466  0.02
H -1.471 -0.100 2.835  0.00
H -0.214 1.126 2.633  0.01
H 0.880 -1.953 0.799  0.02
H 3.100 -1.753 -1.126  0.01
H 4.132 0.451 -2.359  0.00
H 2.424 2.473 -1.848  0.01
H -0.528 -2.577 3.219  0.00
H 1.356 -3.895 4.115  0.00
H 3.539 -2.830 4.551  0.00
H 3.821 -0.399 4.173  0.00
H 1.877 0.959 3.424  0.00
C -0.071 0.092 -4.086  0.00
Si -1.248 -1.192 -3.418  0.01
C -2.481 -1.699 -4.730  0.00
C -0.316 -2.685 -2.793  0.01
Si -2.578 -0.264 -1.698  0.06
Te -1.203 1.230 -0.140  0.59
Si -3.598 -1.797 -0.212  0.02
C -4.888 -2.698 -1.221  0.01
C -2.360 -3.025 0.457  0.00
C -4.396 -0.846 1.186  0.01
Si -4.019 1.451 -2.474  0.00
C -5.425 0.639 -3.400  0.00
C -4.691 2.447 -1.041  0.00
C -3.028 2.562 -3.614  0.00
H 0.540 -0.348 -4.879  0.00
H 0.604 0.462 -3.314  0.00
H -0.609 0.942 -4.511  0.00
H -1.958 -2.162 -5.571  0.00
H -3.029 -0.837 -5.115  0.00
H -3.206 -2.425 -4.354  0.00
H 0.311 -3.095 -3.588  0.00
H -1.006 -3.470 -2.479  0.00
H 0.327 -2.436 -1.947  0.01
H -4.427 -3.317 -1.993  0.00
H -5.580 -2.009 -1.708  0.00
H -5.473 -3.358 -0.576  0.00
H -1.930 -3.642 -0.333  0.00
H -2.862 -3.692 1.163  0.00
H -1.546 -2.520 0.978  0.00
H -5.277 -0.299 0.845  0.00
H -3.708 -0.128 1.639  0.01
H -4.718 -1.539 1.966  0.00
H -6.045 0.035 -2.735  0.00
H -5.068 0.001 -4.210  0.00
H -6.067 1.407 -3.840  0.00
H -5.248 1.817 -0.345  0.00
H -5.373 3.214 -1.415  0.00
H -3.903 2.956 -0.482  0.00
H -2.773 2.051 -4.544  0.00
H -2.101 2.905 -3.147  0.00
H -3.615 3.446 -3.873  0.00
Br 6.628 6.116 4.671  0.00
C 6.725 4.330 4.076  0.00
C 7.876 3.585 4.310  0.00
N 8.008 2.324 3.915  0.00
C 6.994 1.761 3.270  0.00
C 5.806 2.432 2.997  0.00
C 5.666 3.751 3.410  0.00
C 4.708 1.752 2.274  0.01
O 4.842 0.552 1.895  0.12
O 3.618 2.355 2.042  0.10
H 8.716 4.026 4.833  0.00
H 7.123 0.734 2.951  0.00
H 4.755 4.296 3.208  0.00

Output
Multiplicity   5
LUMO (spin up / spin down)   -0.1030 / -0.1890 hartree
Frontier orbital gap (spin up / spin down)   0.2532 / 0.2251 Eh
HOMO level (spin up / spin down)   -9.691 / -11.269 eV
Charge   +1

***

DFT (ωB97M-V/def2-TZVPD) results for C3H5ClO as an isolated structure at a distorted geometry.

Last column: Löwdin charge in e.
CARTESIAN COORDINATES (ANGSTROEM)
C 0.079 1.346 0.449  -0.17
C -0.623 -0.009 0.141  -0.83
C -1.954 0.054 -0.158  -0.04
H 1.643 0.066 -0.150  0.00
H -0.478 2.169 -0.117  0.13
H 0.330 1.367 1.571  0.13
H -2.555 0.985 -0.101  0.05
H -2.555 -0.810 -1.028  0.16
O 1.294 1.047 -0.528  -0.29
Cl 0.485 -1.206 0.086  0.86

Output
LUMO   0.0290 hartree
Frontier orbital gap   0.3831 Eh
HOMO level   -9.633 eV
Charge   0

***

DFT (ωB97M-V/def2-TZVPD) results for C4H23O8 as an isolated structure at a distorted geometry.

Last column: Löwdin charge in e.
CARTESIAN COORDINATES (ANGSTROEM)
C -0.347 0.313 1.237  -0.10
C -0.191 0.416 -0.285  -0.39
O -0.706 -0.612 -1.063  -0.26
H -1.411 0.456 1.425  0.06
H 0.156 1.130 1.754  0.04
H -0.056 -0.616 1.728  0.06
H 0.881 0.581 -0.394  0.06
H -0.700 1.312 -0.640  0.05
C 3.113 -1.915 0.080  -0.09
C 2.058 -1.787 1.140  -0.34
O 0.858 -2.496 0.745  -0.08
H 2.751 -1.369 -0.791  0.07
H 3.167 -2.969 -0.193  0.07
H 4.026 -1.406 0.388  0.07
H 1.916 -0.731 1.369  0.09
H 2.416 -2.169 2.096  0.10
H 0.254 -1.849 0.374  0.03
O -0.315 1.888 3.315  -0.07
H -0.925 1.703 4.030  0.05
H 0.552 1.811 3.714  0.05
O -1.063 1.786 -2.653  -0.04
H -0.681 2.193 -3.431  0.05
H -0.746 2.319 -1.924  0.00
O -2.861 -0.705 -0.282  -0.08
H -3.176 -0.199 0.467  0.01
H -2.144 -1.232 0.068  0.02
O -1.673 -2.197 -1.931  -0.11
H -0.989 -1.637 -1.564  -0.20
H -1.719 -2.943 -1.332  0.00
O -2.739 1.746 -0.899  -0.06
H -2.072 2.431 -0.847  0.02
H -3.275 1.874 -0.116  0.04
O 2.109 1.405 -2.091  -0.07
H 1.406 1.110 -1.511  -0.04
H 2.126 2.356 -1.984  0.02

Output
LUMO   0.0946 hartree
Frontier orbital gap   0.2121 Eh
HOMO level   -3.198 eV
Charge   -1

***

DFT (ωB97M-V/def2-TZVPD) results for C30H27N4O4RuS2 as an isolated structure.

Last column: Löwdin spin population.
CARTESIAN COORDINATES (ANGSTROEM)
Ru 0.136 0.288 0.807  0.77
C -3.815 -5.661 3.466  0.00
C -3.231 -4.289 3.314  0.00
C -2.944 -3.769 2.050  0.00
C -2.432 -2.494 1.904  0.00
C -2.197 -1.725 3.039  0.00
C -2.488 -2.212 4.309  0.00
C -2.997 -3.491 4.434  0.00
S -1.528 -0.121 2.936  0.00
O -1.819 0.373 1.515  0.05
O -2.027 0.667 4.002  0.00
O -0.003 -0.134 2.890  0.01
H -3.600 -6.285 2.600  0.00
H -4.900 -5.596 3.570  0.00
H -3.430 -6.156 4.356  0.00
H -3.137 -4.372 1.172  0.00
H -2.254 -2.087 0.917  0.00
H -2.323 -1.593 5.181  0.00
H -3.225 -3.877 5.420  0.00
N 0.539 0.253 -1.135  0.12
S -0.513 -0.595 -2.072  0.01
C 0.335 -0.841 -3.616  0.00
C 1.720 -0.915 -3.615  0.00
C 2.367 -1.199 -4.809  0.00
C 1.633 -1.418 -5.966  0.00
C 0.246 -1.358 -5.942  0.00
C -0.419 -1.070 -4.761  0.00
C -1.828 0.518 -2.481  0.01
C -1.611 1.630 -3.291  0.00
C -2.651 2.522 -3.482  0.00
C -3.883 2.299 -2.869  0.00
C -4.085 1.187 -2.064  0.00
C -3.050 0.282 -1.864  0.00
H 0.863 1.102 -1.597  0.00
H 2.283 -0.762 -2.704  0.00
H 3.447 -1.256 -4.832  0.00
H 2.144 -1.643 -6.892  0.00
H -0.323 -1.535 -6.844  0.00
H -1.500 -1.020 -4.741  0.00
H -0.656 1.783 -3.780  0.00
H -2.510 3.384 -4.119  0.00
H -4.695 2.995 -3.034  0.00
H -5.046 1.015 -1.600  0.00
H -3.196 -0.593 -1.243  0.00
O 0.674 -2.729 0.999  0.00
C 0.415 -1.642 0.890  0.00
N 2.100 0.701 1.080  0.01
C 3.207 0.956 1.234  0.01
C 4.586 1.250 1.437  0.00
C 5.371 1.657 0.355  0.00
C 6.707 1.932 0.570  0.00
C 7.247 1.804 1.845  0.00
C 6.459 1.401 2.917  0.00
C 5.120 1.120 2.722  0.00
H 4.937 1.754 -0.631  0.00
H 7.332 2.247 -0.254  0.00
H 8.294 2.021 2.005  0.00
H 6.890 1.305 3.903  0.00
H 4.493 0.802 3.545  0.00
N -1.299 4.217 0.643  0.00
C -0.254 4.474 1.501  0.00
C 0.444 3.315 1.586  0.00
N -0.162 2.368 0.783  0.00
C -1.221 2.945 0.241  0.00
H -2.016 4.871 0.371  0.00
H -0.104 5.431 1.967  0.00
H 1.324 3.102 2.166  0.00
H -1.943 2.470 -0.404  0.00

Output
Multiplicity   2
LUMO (spin up / spin down)   -0.2122 / -0.2716 hartree
Frontier orbital gap (spin up / spin down)   0.3032 / 0.2436 Eh
HOMO level (spin up / spin down)   -14.025 / -14.018 eV
Charge   +2